Record 1
Here is a molecular structure, C6H11AuO4 from the OMol25 dataset. Energies are from ωB97M-V/def2-TZVPD.

```
! RIJCOSX wB97M-V def2-TZVPD def2/J DEFGRID3
* xyz -1 4
Au 0.9792 -0.5365 -1.3844
O 0.5186 -1.7397 1.9621
O 0.1363 -1.7066 -0.2844
O -0.7538 2.0111 -1.8296
O 1.8750 0.8751 -0.5251
C -0.4206 -1.2952 0.9938
C 0.9229 1.8102 -0.1371
C -0.5219 1.4393 -0.5138
C -0.6150 1.2453 -2.9688
C 0.2027 -1.3564 3.2742
C -0.1465 -0.0145 -3.0441
H -1.3047 -1.9479 1.1379
H -0.6287 -1.9776 3.6423
H -0.8382 0.7243 0.7680
H 1.0781 -1.4875 3.9281
H -0.2306 -0.3760 -4.0822
H 1.1759 2.8304 -0.5088
H -0.0999 -0.2942 3.3092
H -1.4060 0.7781 -0.5791
H -1.1415 1.7716 -3.7803
H 0.9217 1.9446 0.9703
H 0.2971 -2.6979 -0.3482
*
```

HOMO (spin up / spin down) (eV): -0.89 / -3.14
F_max (eV/A): 10.22
Frontier orbital gap (spin up / spin down) (eV): 4.55 / 6.58

=====

Record 2
Here is 2 unconnected molecules or ions with the total composition C6H11BCl4NO from the OMol25 dataset. Energies are from ωB97M-V/def2-TZVPD.

```
! RIJCOSX wB97M-V def2-TZVPD def2/J DEFGRID3
* xyz 1 1
Cl 0.4825 -4.0725 3.9881
Cl -0.9839 -4.4136 1.4984
Cl -0.1995 -1.7514 2.3717
Cl -2.2848 -3.1946 3.7977
O 0.5604 0.0683 -2.6841
N 0.8892 2.8753 -1.1332
C -0.9549 -1.6011 -1.2517
C 1.9732 2.1309 -0.6550
C 1.3837 1.1802 0.5676
C -0.4271 2.5261 -0.4077
C -0.1087 0.9205 -0.1120
C -0.7464 -3.3580 2.9140
B -0.1355 -0.1418 -1.3668
H 1.9201 0.1695 0.8142
H 3.0935 2.1767 -1.0597
H -1.3971 2.5745 -1.0624
H -0.9129 0.6646 0.7043
H -0.4817 -2.4087 -1.9639
H -2.0770 -1.4609 -1.6267
H -0.6341 3.2157 0.5315
H 1.1888 1.8592 1.5134
H -0.9138 -2.0172 -0.1469
H -0.0898 0.4600 -3.3428
H 0.8557 3.5985 -1.8878
*
```

HOMO (eV): -13.53
F_max (eV/A): 3.69
Frontier orbital gap (eV): 8.39

=====

Record 3
Here is a single C6H11BO5 molecule from the OMol25 dataset. Energies are from ωB97M-V/def2-TZVPD.

```
! RIJCOSX wB97M-V def2-TZVPD def2/J DEFGRID3
* xyz 0 1
O -0.1322 -0.2953 -1.5243
O 3.2487 0.1607 1.0615
O 2.1140 1.2897 -0.6400
O -1.3962 -1.3073 1.5511
O 1.2761 -0.7729 0.3148
C -1.6473 0.6193 0.0812
C -1.5066 1.7114 1.1418
C -1.0692 -0.6872 0.5809
C -0.8542 0.8926 -1.2033
C 0.0760 -1.0634 -0.3872
C 0.0824 -2.5482 -0.7342
B 2.1844 0.2311 0.2106
H 2.8858 1.8533 -0.5913
H 0.9865 -2.7865 -1.2868
H -0.7867 -2.7808 -1.3426
H 0.0525 -3.1202 0.1890
H -0.1459 1.7159 -1.0629
H -0.4534 1.9090 1.3362
H -2.7091 0.4588 -0.1315
H -1.4909 1.1047 -2.0646
H 3.2435 -0.6043 1.6356
H -1.9794 1.3897 2.0677
H -1.9788 2.6299 0.7984
*
```

HOMO (eV): -9.49
SMILES: C[C@H]1CO[C@@](C)(OB(O)O)C1=O
F_max (eV/A): 0.78
Frontier orbital gap (eV): 10.00

=====

Record 4
Here is a gas-phase ion, C6H11BrN (charge +1) from the OMol25 dataset. Energies are from ωB97M-V/def2-TZVPD.

```
! RIJCOSX wB97M-V def2-TZVPD def2/J DEFGRID3
* xyz 1 1
Br -0.3558 -0.2398 2.8534
N 0.2743 -0.4129 -0.0207
C -2.1298 -0.3127 0.4152
C -1.6988 0.3389 -0.9913
C 2.1777 0.9362 0.4037
C 1.6314 -0.4414 0.3109
C -0.8065 -0.4432 1.0258
C -0.4182 -0.4390 -1.2694
H 1.8427 -1.0657 1.1962
H -1.4706 1.3708 -0.6473
H 2.2526 -1.0415 -0.3491
H -2.8230 0.3528 0.9062
H -2.6674 -1.2755 0.3627
H 3.2173 0.7757 0.7575
H 2.0803 1.4848 -0.6156
H -0.6423 -1.5490 -1.5862
H 1.6903 1.5807 1.2206
H 0.1191 0.0739 -2.1144
H -2.2732 0.3068 -1.8584
*
```

HOMO (eV): -14.58
SMILES: CC[N+]1=C(Br)CCC1
F_max (eV/A): 8.71
Frontier orbital gap (eV): 9.11

=====

Record 5
Here is a molecular structure, C6H11BrN from the OMol25 dataset. Energies are from ωB97M-V/def2-TZVPD.

```
! RIJCOSX wB97M-V def2-TZVPD def2/J DEFGRID3
* xyz 1 1
Br 2.4957 -0.1972 -0.0157
N -0.3246 -0.6661 0.1767
C -0.7133 -1.3796 -0.9858
C 0.1673 1.9455 1.0257
C 0.0692 2.5047 -0.1685
C -0.0265 -1.6551 1.3498
C 0.6343 0.3893 0.0150
C 0.3694 1.4189 -1.1141
H 0.8980 -2.2624 1.1406
H -0.8473 -2.3035 1.3526
H -1.3178 -0.9165 -1.7090
H 0.1132 -1.1702 2.3196
H -0.3233 1.0513 -1.7978
H -1.3778 -2.2065 -0.8156
H -1.1527 -0.1754 0.6060
H 0.1807 2.3434 2.0754
H -0.2797 3.5028 -0.3500
H 1.2275 1.5230 -1.7695
H 0.2078 -1.7463 -1.3355
*
```

HOMO (eV): -13.85
F_max (eV/A): 4.90
Frontier orbital gap (eV): 10.60

=====

Record 6
Here is 2 unconnected molecules or ions with the total composition C6H11BrO from the OMol25 dataset. Energies are from ωB97M-V/def2-TZVPD.

```
! RIJCOSX wB97M-V def2-TZVPD def2/J DEFGRID3
* xyz 0 1
Br -0.3978 2.2348 1.3655
O 2.2204 -0.3569 -0.4667
C -1.5850 -0.3035 0.4807
C -0.3682 0.3226 1.0636
C -1.2894 -1.2601 -0.7413
C 1.2667 1.4803 -1.6801
C 0.5573 -0.4869 1.8502
C 1.4209 0.3799 -0.8352
H 2.1279 1.5307 -2.2658
H -2.2204 -0.8128 1.2376
H -0.0691 -1.0415 2.5962
H -2.0286 -1.9649 -0.9223
H -2.2453 0.3697 -0.0549
H 1.2986 0.0587 2.5633
H -0.4093 -1.7614 -0.4401
H 0.3620 1.2577 -2.3134
H -0.9426 -0.7598 -1.7211
H 1.1367 -1.1561 1.2860
H 1.1651 2.2694 -1.0020
*
```

HOMO (spin up / spin down) (eV): -6.98 / -7.20
F_max (eV/A): 4.42
Frontier orbital gap (spin up / spin down) (eV): 7.53 / 7.84

=====

| no. | energy (eV) |
| --- | --- |
| 1 | -18267.982 |
| 2 | -60694.824 |
| 3 | -17318.237 |
| 4 | -77924.403 |
| 5 | -77922.615 |
| 6 | -78486.426 |